Here is 10 unconnected molecules or ions with the total composition C30H85N5O15 from the OMol25 dataset. Energies are from ωB97M-V with the def2-TZVPD basis set.

Computed properties:
Maximum force, eV Å⁻¹: 3.79
Frontier orbital gap (alpha / beta), eV: 8.72 / 2.69
HOMO level (alpha / beta), eV: -10.9 / -10.9
Spin multiplicity: 2
DFT total energy, a.u.: -2595.8070
Energy relative to the best compared isomer or geometry (same formula, charge and spin), kJ/mol: 19.9
Charge: +1

Last column: Mulliken spin population.
Atoms and positions in Å:
C: 7.997 -4.720 -7.296  0.02
C: 8.855 -5.478 -6.299  0.00
C: 9.898 -6.280 -7.088  0.00
O: 9.210 -7.251 -7.852  0.00
C: 10.005 -8.097 -8.600  0.00
N: 9.468 -4.506 -5.408  0.09
H: 7.215 -4.144 -6.800  0.00
H: 7.398 -5.471 -7.811  0.00
H: 8.519 -4.128 -8.047  0.00
H: 8.299 -6.104 -5.601  -0.01
H: 10.681 -6.725 -6.474  0.00
H: 10.386 -5.647 -7.829  0.00
H: 10.926 -7.670 -8.998  0.00
H: 9.452 -8.563 -9.415  0.00
H: 10.360 -8.939 -8.006  0.00
H: 8.758 -3.996 -4.903  0.00
H: 9.768 -3.910 -6.167  0.00
C: 13.828 -1.869 -5.536  0.00
C: 12.432 -2.529 -5.821  -0.01
C: 11.957 -2.529 -7.303  0.00
O: 10.570 -2.776 -7.481  0.00
C: 10.166 -2.243 -8.773  0.00
N: 12.452 -3.847 -5.258  0.02
H: 13.658 -0.809 -5.724  0.00
H: 14.436 -2.367 -6.292  0.00
H: 14.324 -1.955 -4.569  0.00
H: 11.634 -1.979 -5.322  0.00
H: 12.480 -3.274 -7.902  0.00
H: 12.233 -1.545 -7.683  0.00
H: 10.652 -2.890 -9.504  0.00
H: 10.568 -1.233 -8.852  0.00
H: 9.090 -2.257 -8.946  0.00
H: 11.519 -4.219 -5.366  0.01
H: 12.999 -4.402 -5.901  0.00
C: 9.474 -3.332 -1.965  0.12
C: 9.157 -4.841 -1.812  0.00
C: 7.724 -5.168 -2.302  0.00
O: 7.379 -6.528 -2.095  0.02
C: 5.985 -6.867 -2.123  0.00
N: 10.146 -5.557 -2.552  0.71
H: 9.591 -3.038 -3.008  0.00
H: 10.368 -2.988 -1.445  -0.01
H: 8.654 -2.676 -1.674  0.01
H: 9.344 -5.008 -0.751  0.04
H: 7.658 -4.989 -3.376  0.00
H: 6.972 -4.523 -1.847  0.00
H: 5.333 -6.624 -1.284  0.00
H: 5.976 -7.953 -2.219  0.00
H: 5.505 -6.392 -2.978  0.00
H: 10.062 -5.208 -3.496  0.00
H: 11.022 -5.134 -2.281  -0.01
C: 12.121 -10.646 -10.323  0.00
C: 12.255 -11.997 -10.970  0.00
C: 13.622 -12.605 -10.720  0.00
O: 14.484 -11.761 -11.592  0.00
C: 15.848 -11.898 -11.217  0.00
N: 11.206 -12.943 -10.457  0.00
H: 12.807 -9.874 -10.672  0.00
H: 12.112 -10.638 -9.233  0.00
H: 11.153 -10.255 -10.635  0.00
H: 12.069 -11.871 -12.036  0.00
H: 13.644 -13.618 -11.122  0.00
H: 13.970 -12.563 -9.688  0.00
H: 16.187 -12.900 -11.477  0.00
H: 16.025 -11.786 -10.147  0.00
H: 16.498 -11.159 -11.687  0.00
H: 11.182 -13.760 -11.051  0.00
H: 10.286 -12.569 -10.642  0.00
C: 8.335 -6.790 -14.524  0.00
C: 9.503 -6.626 -13.589  0.00
C: 9.061 -6.739 -12.170  0.00
O: 8.121 -5.736 -11.818  0.00
C: 7.897 -5.694 -10.430  0.00
N: 10.509 -7.618 -13.981  0.00
H: 8.561 -6.588 -15.571  0.00
H: 7.568 -6.091 -14.190  0.00
H: 7.820 -7.717 -14.272  0.00
H: 10.028 -5.675 -13.675  0.00
H: 9.954 -6.667 -11.550  0.00
H: 8.696 -7.754 -12.014  0.00
H: 7.189 -4.908 -10.166  0.00
H: 8.830 -5.504 -9.901  0.00
H: 7.457 -6.637 -10.105  0.00
H: 11.282 -7.630 -13.330  0.00
H: 10.928 -7.374 -14.866  0.00
C: 6.925 -8.928 -5.182  0.00
C: 6.056 -9.020 -6.430  0.00
O: 6.514 -8.165 -7.529  0.00
O: 8.195 -9.510 -5.330  0.00
H: 6.416 -9.358 -4.319  0.00
H: 7.025 -7.856 -5.012  0.00
H: 5.053 -8.683 -6.166  0.00
H: 5.885 -10.037 -6.782  0.00
H: 7.473 -8.210 -7.500  0.00
H: 8.667 -9.170 -4.567  0.00
C: 9.757 -11.956 -6.893  0.00
C: 10.539 -13.306 -7.105  0.00
O: 11.787 -13.168 -7.739  0.00
O: 8.630 -12.124 -6.060  0.00
H: 9.562 -11.547 -7.885  0.00
H: 10.389 -11.231 -6.380  0.00
H: 9.971 -14.088 -7.609  0.00
H: 10.737 -13.710 -6.111  0.00
H: 11.612 -12.976 -8.663  0.00
H: 8.344 -11.268 -5.732  0.00
C: 6.210 -2.136 -9.476  0.00
C: 6.329 -0.635 -9.353  0.00
O: 7.618 -0.304 -8.850  0.00
O: 4.852 -2.588 -9.543  0.00
H: 6.444 -2.616 -8.525  0.00
H: 6.854 -2.582 -10.233  0.00
H: 5.590 -0.253 -8.649  0.00
H: 6.114 -0.088 -10.272  0.00
H: 8.179 -0.076 -9.595  0.00
H: 4.340 -2.068 -10.167  0.00
C: 7.258 -0.552 -3.927  0.00
C: 7.992 -0.421 -5.349  0.00
O: 7.392 -1.390 -6.178  0.00
O: 6.218 0.342 -3.984  0.00
H: 7.973 -0.096 -3.242  0.00
H: 7.029 -1.580 -3.646  0.00
H: 9.016 -0.782 -5.254  0.00
H: 7.990 0.612 -5.700  0.00
H: 7.590 -1.268 -7.109  0.00
H: 5.506 -0.042 -4.500  0.00
C: 3.809 -1.960 -6.203  0.00
C: 4.235 -3.420 -6.036  0.00
O: 3.022 -4.156 -5.988  0.00
O: 3.635 -1.490 -4.820  0.00
H: 3.002 -1.791 -6.916  0.00
H: 4.716 -1.552 -6.649  0.00
H: 4.855 -3.543 -5.148  0.00
H: 4.804 -3.680 -6.928  0.00
H: 2.929 -4.595 -6.837  0.00
H: 3.118 -0.681 -4.821  0.00